[1]
DFT (ωB97M-V/def2-TZVPD) results for a cluster of 10 separate species, C16H44N8O20 in total in a non-equilibrium geometry.

```
88
Properties=species:S:1:pos:R:3:forces:R:3
C -4.22726 -1.50160 2.82110 -0.979 0.022 0.320
N -3.45466 -1.97596 3.98099 0.174 -0.174 0.136
O -3.97503 -2.81537 4.69097 0.121 0.041 -0.023
O -2.36014 -1.48895 4.15679 0.187 0.009 0.108
H -4.85170 -2.33229 2.50650 0.328 -0.069 -0.378
H -3.55699 -1.07539 2.09275 0.041 -0.101 -0.190
H -4.92768 -0.76242 3.21558 0.250 0.182 -0.042
C -3.07346 2.43447 -1.19673 -0.438 0.909 1.234
N -2.29372 3.70096 -0.98913 -0.391 -0.080 -0.538
O -2.67219 4.69023 -1.59691 0.073 -0.219 -0.093
O -1.38923 3.69481 -0.19602 0.469 -0.050 0.297
H -4.01519 2.74134 -0.73291 -0.196 -0.393 -0.294
H -2.62235 1.66368 -0.58549 0.297 -0.161 -0.335
H -3.20220 2.22037 -2.24298 0.205 0.006 -0.162
C -4.21131 -4.59521 -1.49745 -0.545 -0.451 -0.677
N -2.88772 -4.00041 -1.22943 -0.008 0.020 0.144
O -1.91121 -4.67902 -1.45714 0.066 0.009 -0.010
O -2.87660 -2.87528 -0.77426 0.072 0.060 0.005
H -4.11028 -5.38985 -2.23262 0.272 -0.024 0.153
H -4.86838 -3.83980 -1.91617 0.047 0.204 0.313
H -4.60584 -5.01023 -0.57560 0.063 0.165 0.160
C 5.66392 3.52492 -2.05373 0.262 0.174 0.085
N 4.59683 2.96346 -1.18670 -0.072 -0.206 -0.225
O 3.47706 2.86366 -1.65930 0.012 0.091 -0.060
O 4.92028 2.59082 -0.08827 0.001 0.112 0.240
H 6.29570 4.15799 -1.43828 -0.040 -0.032 0.060
H 5.21612 4.08320 -2.86496 -0.123 -0.077 -0.048
H 6.24959 2.68202 -2.41134 -0.085 -0.071 -0.022
C 0.27524 4.83838 -2.84843 0.386 -0.206 0.210
N -0.71396 4.35026 -3.83152 0.019 -0.031 0.058
O -0.95419 3.15320 -3.85283 -0.074 0.013 0.042
O -1.23913 5.17832 -4.53357 -0.198 -0.030 -0.272
H 0.67434 5.76978 -3.22526 -0.089 0.150 0.094
H 1.05368 4.09225 -2.73174 -0.002 -0.128 -0.057
H -0.24681 4.94918 -1.90040 -0.005 0.190 -0.064
C -2.74526 0.68961 -5.22037 0.176 0.096 0.382
N -1.75927 0.23367 -4.19286 -0.004 -0.004 0.027
O -2.12660 0.19357 -3.03362 -0.107 -0.040 -0.138
O -0.66004 -0.08755 -4.57928 0.130 -0.069 -0.046
H -3.27893 1.52794 -4.78804 -0.018 0.067 -0.073
H -3.42311 -0.13936 -5.39561 0.010 -0.065 -0.063
H -2.17818 0.96387 -6.09826 -0.067 0.006 -0.116
C -1.31698 -5.53384 4.05011 0.006 0.663 0.653
N -2.31805 -5.15219 3.02937 -0.240 -0.004 0.026
O -3.39867 -5.69817 3.08923 -0.057 -0.085 -0.159
O -2.02663 -4.28087 2.23560 0.124 0.034 -0.118
H -1.16503 -4.63361 4.65150 -0.009 -0.051 -0.101
H -0.36726 -5.79390 3.60012 -0.106 -0.186 -0.253
H -1.77225 -6.29074 4.67124 0.161 -0.290 -0.087
C 3.51568 -0.42220 -2.70648 0.250 -0.932 -0.001
N 4.92954 -0.70732 -2.30263 -0.334 -0.255 0.097
O 5.39382 -1.79827 -2.55287 0.000 0.068 -0.042
O 5.50658 0.17640 -1.70460 0.206 0.205 -0.081
H 3.16841 -1.26497 -3.29611 0.185 0.133 -0.310
H 3.54074 0.51199 -3.25049 -0.353 0.180 0.191
H 2.92782 -0.44838 -1.79353 0.087 0.582 0.101
C 0.14760 1.54221 3.12180 -0.766 -0.479 -0.197
O 0.84974 2.26183 4.09225 0.186 0.476 0.125
C 1.44790 1.44630 5.07641 -0.156 -0.526 -0.289
C 2.64833 0.66732 4.57940 0.135 -0.792 -0.416
O 3.74962 1.45399 4.19160 -0.097 0.296 -0.011
C 3.75375 1.81578 2.82210 -0.042 -0.386 -0.493
H 0.77743 0.86638 2.53952 0.072 0.114 -0.041
H -0.34640 2.22346 2.43107 0.304 0.214 0.000
H -0.66747 0.94153 3.56907 0.269 -0.008 0.090
H 0.70653 0.69040 5.39271 0.101 0.201 0.327
H 1.73647 2.09456 5.89930 -0.074 0.050 0.086
H 2.33293 -0.02146 3.77067 0.116 0.414 -0.095
H 2.99962 -0.04351 5.33748 -0.057 0.399 0.310
H 4.64426 2.39772 2.59913 0.097 -0.025 0.271
H 2.88804 2.40256 2.50013 -0.073 -0.029 0.302
H 3.79376 0.90740 2.20072 -0.016 0.125 0.025
C 0.90059 -2.90791 -1.04201 -0.171 -0.317 -0.224
O 1.24285 -2.05438 0.01560 0.188 0.502 -0.050
C 0.15547 -1.62797 0.82025 -0.257 -0.462 0.348
C -0.78198 -0.64402 0.14295 0.871 0.143 -0.441
O -0.21481 0.65505 0.04414 -0.931 -0.049 0.192
C 0.69172 0.83499 -1.00472 1.392 0.278 0.211
H 0.67657 -3.91542 -0.67561 -0.041 0.012 -0.040
H 1.74908 -2.95601 -1.72488 0.084 -0.041 0.098
H 0.03727 -2.55979 -1.61883 0.007 -0.008 0.070
H 0.62765 -1.17811 1.69275 -0.135 0.132 0.046
H -0.43531 -2.48991 1.17195 0.120 0.007 -0.133
H -1.71164 -0.55400 0.70375 -0.015 -0.023 0.045
H -0.98800 -1.00207 -0.86808 -0.398 -0.022 0.081
H 1.67567 1.03349 -0.55443 -0.029 -0.019 -0.163
H 0.46799 1.71365 -1.61324 -0.410 -0.061 -0.020
H 0.82292 -0.04130 -1.64085 -0.418 -0.023 -0.073
```
Forces are in eV/Å.

* total charge: 0
* SMILES string: C[N+](=O)[O-].C[N+](=O)[O-].C[N+](=O)[O-].C[N+](=O)[O-].C[N+](=O)[O-].C[N+](=O)[O-].C[N+](=O)[O-].C[N+](=O)[O-].COCCOC.COCCOC
* E_tot: -2578.023812 Eh
* HOMO energy: -8.72 eV
* LUMO level: -0.001 hartree
* Kohn-Sham gap: 8.684 eV
* ΔE to the lowest compared entry with this formula, charge and spin: 0.0 kJ/mol

---

[2]
DFT (ωB97M-V/def2-TZVPD) results for a structure of composition C16H45AlF5N14O8.

```
89
Properties=species:S:1:pos:R:3:forces:R:3
C 7.90992 2.92275 1.43393 -0.013 -0.069 0.029
C 7.33946 4.04277 0.56627 0.070 0.121 -0.049
O 6.32661 3.54126 -0.27228 -0.016 -0.102 -0.025
C 6.36844 3.97818 -1.64289 0.136 0.105 0.033
C 4.98601 3.98731 -2.26897 0.075 -0.013 -0.057
Al 3.40424 3.88270 -0.99649 0.002 -0.079 -0.035
C 3.18154 5.68495 -0.08430 -0.077 0.090 0.139
C 2.19346 5.87120 1.08032 -0.022 0.161 -0.041
C 0.72751 5.58449 0.67643 -0.107 0.167 0.091
C 0.23444 4.25815 1.18154 -0.084 -0.146 -0.045
F 1.10119 3.24990 0.92264 0.138 0.058 0.033
F 0.07052 4.28161 2.53753 0.013 0.107 0.125
C -1.11331 3.76853 0.61748 0.263 0.011 -0.062
F -2.11164 4.60341 0.92553 -0.064 0.022 0.067
F -1.06726 3.64438 -0.70637 -0.036 0.059 -0.160
F -1.39333 2.56059 1.12576 -0.253 -0.058 0.078
H 7.12989 2.17046 1.58960 0.104 0.140 0.039
H 8.76810 2.43597 0.95879 -0.159 0.003 0.014
H 8.22946 3.29675 2.41282 0.001 -0.030 -0.133
H 6.91598 4.83276 1.20865 0.041 -0.090 -0.111
H 8.13490 4.50507 -0.03979 -0.074 -0.049 0.169
H 6.80280 4.99019 -1.65394 -0.060 -0.123 -0.046
H 7.06450 3.30667 -2.17565 -0.011 0.170 0.066
H 4.87476 3.15597 -2.97892 0.021 0.094 0.093
H 4.89097 4.91151 -2.85864 -0.120 -0.164 0.022
H 2.09097 3.53918 -1.92020 -0.024 0.080 0.039
H 3.54765 2.66526 0.10080 0.007 0.007 -0.013
H 4.17956 6.00486 0.25982 -0.119 -0.055 -0.047
H 2.89164 6.41556 -0.86111 0.131 -0.120 0.026
H 2.21432 6.90691 1.45284 0.032 -0.156 -0.008
H 2.46720 5.24367 1.93808 -0.040 0.018 -0.141
H 0.04330 6.32322 1.11353 0.098 -0.077 -0.118
H 0.60965 5.62464 -0.41229 0.077 -0.109 0.134
C 2.16823 -0.64210 -0.00540 0.206 -0.058 -0.210
O 1.90604 -1.82709 -0.20466 0.052 0.038 0.084
N 1.19715 0.29552 0.18441 -0.152 -0.025 0.220
N 3.43493 -0.15341 0.05254 -0.035 -0.001 0.163
H 1.40881 1.26145 0.37070 0.026 -0.004 -0.129
H 0.24177 -0.00232 0.12124 -0.040 0.050 -0.161
H 4.18870 -0.79345 -0.10654 -0.035 0.010 -0.028
H 3.61425 0.83947 0.16560 0.068 0.028 -0.160
C -4.88474 0.03872 0.28121 0.017 0.023 -0.272
O -5.63567 -0.89807 0.54878 0.101 -0.145 0.198
N -3.68213 0.22795 0.87329 0.091 0.024 0.193
N -5.22892 0.94483 -0.68207 0.037 0.015 0.042
H -3.08073 0.99121 0.62316 -0.056 0.021 -0.021
H -3.32780 -0.42450 1.56083 -0.048 -0.097 -0.100
H -6.10274 0.79251 -1.16177 -0.122 0.034 -0.025
H -4.62990 1.70217 -0.95136 0.003 -0.014 0.025
C -0.94951 -1.87546 3.12072 0.215 0.090 -0.026
O -1.93913 -1.49894 2.49920 0.003 0.037 -0.015
N 0.32250 -1.67108 2.71758 -0.278 0.038 0.206
N -1.08032 -2.55010 4.30940 -0.069 -0.071 0.078
H 1.11940 -1.98726 3.24650 0.076 -0.051 -0.159
H 0.48176 -1.16972 1.86234 0.056 -0.077 -0.029
H -2.01019 -2.72143 4.64090 0.015 0.006 -0.014
H -0.29088 -2.86800 4.83854 0.007 0.009 -0.030
C -5.73618 -4.14759 -1.77444 0.161 0.068 -0.013
O -6.66040 -4.68303 -1.17551 -0.103 0.013 -0.005
N -5.15743 -2.98464 -1.38652 -0.058 -0.042 -0.021
N -5.19971 -4.72180 -2.90328 -0.153 0.122 0.000
H -4.39990 -2.57948 -1.90492 0.004 -0.002 0.015
H -5.46634 -2.49304 -0.55328 -0.058 0.056 -0.001
H -5.56974 -5.60448 -3.20303 0.066 -0.017 -0.021
H -4.40774 -4.35144 -3.39433 0.075 -0.090 0.052
C -7.87714 -0.20481 -3.23242 0.106 -0.439 0.022
O -7.79485 0.35888 -2.15434 -0.012 0.346 -0.025
N -7.99976 0.47933 -4.41185 -0.045 0.067 -0.007
N -7.84617 -1.56412 -3.33162 -0.098 0.117 0.027
H -8.06019 0.03110 -5.30557 0.014 -0.010 0.015
H -8.01780 1.48035 -4.35918 0.005 -0.020 -0.001
H -7.73258 -2.07997 -2.47479 0.066 -0.036 -0.023
H -7.90168 -2.05837 -4.20110 0.032 -0.015 0.011
C -2.98202 -7.45383 -2.68603 -0.079 0.225 0.227
O -3.35573 -6.94926 -3.73263 0.054 -0.148 -0.262
N -2.08157 -8.48512 -2.65160 -0.028 -0.059 -0.038
N -3.43473 -7.01853 -1.47686 -0.016 -0.086 0.008
H -1.75547 -8.90184 -1.80111 0.008 0.031 -0.001
H -1.72752 -8.81220 -3.53039 0.004 0.020 0.014
H -4.08606 -6.25044 -1.48258 0.036 -0.010 0.013
H -3.13723 -7.40342 -0.60101 0.023 0.014 -0.015
C 3.65682 -3.68385 3.90133 0.127 0.003 -0.220
O 2.87956 -2.76531 3.71546 -0.139 0.072 0.312
N 4.20748 -4.37319 2.86250 -0.006 -0.036 -0.036
N 4.03946 -4.07964 5.15409 -0.053 -0.047 0.038
H 4.86254 -5.12168 2.97979 0.009 0.018 0.002
H 3.95352 -4.07497 1.93607 -0.037 0.002 0.027
H 3.66320 -3.56788 5.92981 0.020 0.007 -0.017
H 4.68869 -4.82344 5.32330 0.007 0.018 -0.013
```
Forces are in eV/Å.

* total charge: -1
* E_tot: -2747.293398 Eh
* HOMO energy: -5.43 eV
* LUMO level: 0.071 hartree
* Kohn-Sham gap: 7.352 eV

---

[3]
DFT (ωB97M-V/def2-TZVPD) results for a structure of composition C16H45ClIN14O30S2.

```
109
Properties=species:S:1:pos:R:3:forces:R:3
C -1.70024 0.75078 -2.67489 -0.132 -0.257 -0.155
C -1.50026 -0.65104 -3.27033 -0.123 0.134 0.053
C -2.49609 -1.66933 -2.68242 -0.027 0.188 -0.006
Cl -3.76957 -2.09855 -3.87318 0.035 0.032 -0.016
S -1.71753 -3.22010 -2.05235 0.110 -0.009 0.050
O -0.39778 -3.28734 -2.65276 -0.333 -0.194 -0.109
O -2.63814 -4.30495 -2.27155 0.287 0.355 0.099
N -1.62326 -2.94439 -0.47103 0.006 -0.083 -0.106
S -0.30314 -2.26600 0.06163 0.248 -0.113 0.129
O 0.75161 -3.19419 0.38500 -0.140 0.239 -0.131
O 0.06589 -1.05553 -0.64533 0.067 -0.139 0.090
I -1.08859 -1.48237 2.23764 -0.016 0.204 0.071
H -2.65532 1.15584 -3.02590 0.186 0.064 0.225
H -0.90597 1.42363 -3.01609 -0.112 -0.070 0.041
H -1.68250 0.72161 -1.58155 0.031 0.039 -0.145
H -1.67311 -0.60534 -4.35080 0.168 -0.100 0.144
H -0.48259 -1.00185 -3.09960 -0.128 -0.009 0.009
H -3.02875 -1.24827 -1.82698 0.102 -0.164 -0.076
C 0.22383 2.72029 2.72984 -0.060 -0.018 -0.058
N -1.16591 2.69717 2.19107 -0.051 -0.188 -0.150
O -1.29514 2.70401 0.98168 0.003 0.067 0.024
O -2.08971 2.65483 2.97899 0.130 0.108 0.075
H 0.90172 2.76012 1.88690 -0.012 0.003 0.074
H 0.32264 3.60011 3.35826 -0.070 -0.039 0.039
H 0.36069 1.81448 3.31532 -0.058 0.010 0.016
C -6.14220 0.64102 -4.84558 -0.059 -0.004 0.042
N -5.27931 1.74174 -4.33751 0.054 -0.105 0.017
O -5.75258 2.51799 -3.53422 -0.026 0.034 -0.019
O -4.14195 1.77395 -4.75811 -0.052 0.111 -0.088
H -7.11732 0.73447 -4.38263 0.015 0.004 -0.006
H -6.18921 0.74511 -5.92568 0.023 -0.016 0.004
H -5.64702 -0.28953 -4.58041 0.002 0.009 -0.017
C 2.88403 0.36206 -0.90141 -0.053 0.015 0.031
N 2.58808 1.24895 0.25224 -0.126 -0.024 0.497
O 2.42409 2.44106 0.02286 0.270 -0.383 0.668
O 2.51718 0.77157 1.36335 0.158 -0.085 -0.455
H 2.89239 0.97712 -1.79391 0.115 -0.057 0.002
H 3.84922 -0.09947 -0.71894 -0.030 0.016 0.020
H 2.09619 -0.38520 -0.93078 -0.064 -0.080 0.048
C 0.48985 -4.89940 -5.21160 0.067 -0.033 0.266
N 0.03781 -4.86200 -6.62399 0.105 0.051 -0.026
O -0.64215 -5.78139 -7.03602 0.003 -0.012 0.007
O 0.38029 -3.90593 -7.29107 -0.014 0.008 -0.001
H 0.10337 -5.80177 -4.75330 -0.029 0.022 -0.028
H 1.57642 -4.87038 -5.19235 -0.046 -0.087 -0.221
H 0.12230 -4.01628 -4.69985 -0.168 0.028 -0.050
C 4.70855 -3.98429 -3.18073 -0.161 -0.314 -0.209
N 4.42813 -4.04100 -4.64407 -0.222 -0.091 0.322
O 3.84643 -5.01845 -5.07448 0.128 0.040 -0.115
O 4.78904 -3.09545 -5.31123 0.107 0.044 -0.110
H 4.32245 -4.88861 -2.72677 -0.055 -0.027 -0.047
H 5.78427 -3.89473 -3.06224 -0.340 -0.061 -0.102
H 4.21409 -3.09850 -2.79093 0.104 -0.021 -0.056
C 7.63521 -0.37376 -2.10262 -0.001 0.117 0.082
N 6.54691 -1.38907 -2.16461 0.065 0.352 -0.104
O 5.41376 -0.98716 -2.32016 0.022 -0.142 0.091
O 6.86996 -2.55461 -2.06289 0.427 0.219 0.349
H 7.18985 0.60810 -2.21452 0.026 -0.128 0.013
H 8.12728 -0.49244 -1.14169 0.020 -0.077 -0.010
H 8.32736 -0.59970 -2.90845 0.007 -0.025 0.014
C -2.05334 -5.21039 2.76108 -0.035 0.008 -0.043
N -2.76242 -4.65660 3.95079 0.212 0.015 -0.257
O -3.40103 -3.64016 3.78435 -0.237 0.021 0.209
O -2.63829 -5.24206 5.00831 -0.023 0.011 -0.002
H -2.25717 -4.56513 1.91284 0.016 -0.021 0.000
H -0.99462 -5.22818 3.00354 -0.003 -0.006 -0.005
H -2.42393 -6.22023 2.60914 0.023 -0.005 0.023
C 4.19386 5.13478 1.23640 0.129 -0.004 -0.051
N 3.88382 4.74213 2.63759 0.100 -0.280 -0.299
O 4.78777 4.71630 3.44719 -0.042 0.111 0.048
O 2.73638 4.41824 2.85127 -0.098 0.153 0.274
H 5.25087 5.36097 1.16448 -0.008 0.021 0.040
H 3.91781 4.29255 0.60780 -0.038 0.042 -0.018
H 3.57639 5.99407 0.99186 -0.027 -0.024 0.010
C -2.66861 -1.42529 6.21922 0.007 -0.087 0.123
N -1.31547 -0.82189 6.07523 -0.050 0.011 0.009
O -0.40944 -1.27236 6.74633 -0.009 0.007 -0.010
O -1.21395 0.10325 5.29506 0.062 -0.002 -0.017
H -2.61337 -2.21527 6.95927 0.021 0.001 -0.027
H -3.33496 -0.62506 6.52844 -0.049 -0.009 -0.102
H -2.97080 -1.81342 5.25019 0.009 0.045 -0.013
C 1.88834 3.66614 -2.41043 -0.206 0.290 -0.033
N 3.21818 4.21763 -2.78118 -0.023 -0.049 -0.179
O 4.06730 4.32730 -1.92015 0.011 0.028 0.084
O 3.38425 4.52101 -3.94645 0.073 0.042 -0.057
H 1.88567 3.43555 -1.35259 -0.058 0.186 -0.497
H 1.14874 4.41822 -2.67012 0.014 -0.011 -0.159
H 1.74587 2.77401 -3.01411 -0.034 0.018 -0.066
C 5.59288 2.02489 -5.95247 0.060 0.014 -0.004
N 5.21494 1.73005 -4.54408 -0.304 0.006 -0.129
O 6.09017 1.72928 -3.70379 0.055 0.122 -0.017
O 4.04075 1.51614 -4.33605 0.094 0.003 0.140
H 6.66191 2.19690 -5.98779 -0.016 -0.001 0.005
H 5.29569 1.16763 -6.54932 -0.030 0.001 0.006
H 5.02774 2.90400 -6.24880 -0.016 -0.012 0.009
C -4.76857 1.04774 9.40447 -0.013 -0.029 0.097
N -5.27232 -0.09102 8.59135 0.035 -0.003 -0.012
O -5.32422 -1.18896 9.10074 0.005 0.022 -0.006
O -5.59646 0.16728 7.44797 -0.019 -0.006 -0.005
H -4.51741 0.68848 10.39540 -0.018 -0.066 -0.038
H -3.89911 1.44467 8.88778 -0.034 0.039 -0.018
H -5.56704 1.78298 9.42326 0.066 0.070 0.021
C -7.15455 3.77759 6.29634 0.064 0.011 -0.001
N -7.53280 3.15712 7.59506 0.013 -0.131 -0.009
O -6.84656 3.40834 8.56912 -0.005 0.079 -0.019
O -8.49698 2.42708 7.59766 -0.026 0.048 0.010
H -6.27761 4.39259 6.45661 -0.011 -0.010 0.000
H -6.95657 2.96388 5.60441 -0.014 0.004 0.001
H -8.00723 4.35958 5.95950 -0.005 -0.030 -0.015
```
Forces are in eV/Å.

* total charge: -1
* E_tot: -5213.553618 Eh
* HOMO energy: -6.94 eV
* LUMO level: 0.047 hartree
* Kohn-Sham gap: 8.229 eV

---

Among the records above, which one has the highest HOMO energy? C16H45AlF5N14O8